{
  "formula": "C8H21NOP2Tc",
  "method": "the ωB97M-V functional and the def2-TZVPD basis",
  "symbols": ["Tc", "H", "H", "P", "P", "C", "H", "H", "H", "C", "H", "H", "H", "C", "H", "H", "H", "C", "H", "H", "H", "C", "H", "H", "H", "C", "H", "H", "H", "C", "O", "H", "N", "C"],
  "positions_angstrom": [[0.074, -0.010, 0.503], [-0.935, -1.174, 1.379], [-1.092, 0.709, 1.950], [-0.125, -2.285, -0.089], [-0.079, 2.203, -0.309], [1.396, 3.193, 0.116], [1.232, 4.241, -0.160], [1.588, 3.119, 1.192], [2.262, 2.800, -0.427], [-0.399, 2.613, -2.052], [-1.361, 2.182, -2.359], [-0.429, 3.703, -2.190], [0.394, 2.186, -2.679], [-1.406, 3.162, 0.516], [-1.266, 3.138, 1.601], [-1.380, 4.199, 0.165], [-2.376, 2.721, 0.270], [-0.226, -2.631, -1.896], [-0.284, -3.714, -2.068], [-1.121, -2.150, -2.303], [0.658, -2.228, -2.402], [1.313, -3.316, 0.394], [1.438, -3.263, 1.481], [1.146, -4.359, 0.095], [2.225, -2.936, -0.083], [-1.522, -3.330, 0.486], [-2.460, -2.888, 0.133], [-1.426, -4.356, 0.109], [-1.527, -3.337, 1.581], [1.914, -0.230, 0.936], [3.043, -0.371, 1.198], [0.319, 0.230, -1.090], [0.506, 1.266, 3.481], [-0.093, 0.914, 2.523]],
  "forces_ev_per_a": [[-3.3600, 0.4069, 1.9025], [0.5548, 0.7718, -1.0376], [0.4684, 0.2126, 0.8573], [-0.7421, -3.4697, -2.0084], [-0.8553, 2.9604, -1.1470], [0.4231, -0.7627, 0.2018], [-0.1407, -0.2550, -0.0180], [0.0208, 0.1132, -0.1633], [-0.0218, 0.1760, 0.0812], [0.0904, -0.5539, -0.1825], [0.2231, 0.1183, 0.0382], [0.0330, -0.2999, 0.1822], [-0.1799, 0.1415, 0.0330], [-0.1150, -0.6026, 0.2530], [-0.0756, 0.1643, -0.1206], [0.0926, -0.2292, 0.0080], [0.0447, 0.1420, 0.0510], [0.1027, 0.7012, 0.0642], [0.0133, 0.2390, 0.2323], [0.1517, -0.1083, 0.0015], [-0.1641, -0.0708, 0.0315], [0.3527, 0.7941, 0.5258], [0.0786, -0.1633, -0.1468], [-0.1810, 0.3508, -0.0192], [-0.1418, -0.1518, 0.0643], [-0.0194, 0.5697, 0.3332], [0.0945, -0.1469, 0.0702], [0.0900, 0.3338, 0.0051], [-0.1005, -0.1264, -0.1255], [9.2751, -1.2901, 1.7668], [-4.8588, 0.6615, -1.0620], [-0.1069, -0.6405, -0.3961], [-1.3276, -0.8381, -2.4156], [0.2809, 0.8523, 2.1400]],
  "mulliken_spin": [3.121, -0.006, 0.037, -0.223, -0.166, 0.055, 0.007, 0.004, 0.002, -0.008, -0.001, 0.000, -0.002, 0.032, 0.002, 0.000, 0.006, 0.030, -0.001, 0.001, 0.004, 0.051, -0.002, 0.002, -0.002, 0.001, -0.001, 0.001, -0.007, -0.155, 0.216, -0.055, 0.182, -0.127],
  "homo_lumo_gap_ev": [7.616, 6.956],
  "energy_ev": -32929.587,
  "homo_energy_ha": [-0.6066, -0.6645],
  "multiplicity": 4,
  "charge": 2
}

{
  "formula": "C6H11N4",
  "method": "the ωB97M-V functional and the def2-TZVPD basis",
  "symbols": ["C", "N", "C", "N", "N", "N", "C", "C", "C", "C", "H", "H", "H", "H", "H", "H", "H", "H", "H", "H", "H"],
  "positions_angstrom": [[-3.475, 0.382, -0.528], [-2.226, -0.348, -0.268], [-1.106, 0.258, -0.034], [-1.111, 1.581, 0.139], [-0.028, 2.198, 0.541], [1.109, 1.688, 0.389], [1.471, 0.386, -0.100], [2.887, 0.058, 0.287], [0.967, -0.141, -1.421], [0.323, -0.621, -0.136], [-3.409, 0.895, -1.507], [-3.496, 1.179, 0.282], [-4.285, -0.416, -0.496], [-2.353, -1.278, -0.639], [1.900, 2.217, 0.874], [2.908, 0.394, 1.385], [3.604, 0.651, -0.128], [3.177, -0.972, 0.006], [1.610, -0.868, -1.969], [0.259, 0.518, -2.071], [0.342, -1.698, 0.236]],
  "forces_ev_per_a": [[-0.3997, 0.5683, 1.1637], [-1.1476, 0.0327, -1.0005], [3.8622, -2.4574, -0.4861], [-0.1230, 0.0728, 0.4803], [-0.6562, 0.2758, -0.1832], [1.9534, 0.4025, 0.8611], [0.0706, -0.9151, -1.1028], [-1.9286, -1.0427, 2.9367], [-1.4912, 0.8530, -1.4106], [-2.6571, 0.8727, 0.6508], [-0.2243, -0.3811, 0.4641], [-0.7530, -1.0394, -1.0846], [0.7727, 1.5603, 0.0469], [1.2325, -0.3381, 0.4701], [-1.5531, -0.6257, -1.0206], [0.5276, -1.5932, -1.0431], [1.6367, 1.9774, -1.7891], [-0.3751, 0.4050, 0.9041], [-0.4701, 0.9151, 0.5463], [1.7077, -1.3058, 1.0198], [0.0156, 1.7630, -0.4236]],
  "mulliken_charge": [-0.747, -0.182, 0.530, -0.198, -0.787, 0.361, 1.163, -1.562, -0.837, -0.335, 0.291, 0.293, 0.303, 0.308, 0.340, 0.378, 0.438, 0.344, 0.313, 0.231, 0.355],
  "homo_lumo_gap_ev": 9.210,
  "energy_ev": -12350.721,
  "homo_energy_ha": -0.5126,
  "smiles": "C/[NH+]=C1\\N=NN[C@]2(C)C[C@H]12",
  "charge": 1,
  "e_above_lowest_ev": 3.7451
}

{
  "formula": "C3H11N2O3",
  "method": "the ωB97M-V functional and the def2-TZVPD basis",
  "symbols": ["N", "C", "C", "O", "C", "N", "O", "H", "H", "H", "H", "H", "H", "H", "H", "H", "H", "H", "O"],
  "positions_angstrom": [[-0.078, 1.155, -0.760], [-0.203, -0.236, -0.224], [-1.236, -0.962, -1.090], [-0.721, -0.869, -2.409], [-0.631, -0.087, 1.235], [-0.301, -1.063, 2.092], [-1.244, 0.915, 1.548], [-0.152, 1.056, -1.776], [-0.862, 1.684, -0.354], [0.830, 1.535, -0.444], [0.751, -0.750, -0.338], [-1.373, -1.983, -0.734], [-2.177, -0.403, -1.069], [-0.814, -1.685, -2.908], [-0.456, -0.905, 3.075], [0.158, -1.913, 1.815], [2.752, 0.846, 1.198], [3.224, 2.164, 0.623], [2.533, 1.499, 0.520]],
  "forces_ev_per_a": [[0.1082, -0.8374, 0.1158], [-0.2368, -0.4562, 0.1177], [0.1829, 0.4772, -0.2299], [0.1275, -0.0560, 0.0027], [-0.1361, 0.1959, 0.1117], [0.2136, -0.1178, -0.0332], [0.0506, 0.1467, -0.0790], [0.1974, 0.4137, -0.0707], [0.1387, 0.1658, 0.0635], [-0.0573, 0.2153, -0.1495], [0.0863, 0.1819, 0.0153], [-0.0670, 0.0171, -0.0678], [-0.1398, -0.2826, 0.2965], [-0.1025, -0.0230, 0.0415], [-0.2296, -0.0754, 0.0010], [0.0679, 0.0590, -0.0388], [-0.0879, 0.0486, -0.0915], [-0.1042, 0.1221, -0.1702], [-0.0120, -0.1947, 0.1650]],
  "mulliken_charge": [-0.170, -0.152, -0.641, -0.547, 0.453, -0.331, -0.611, 0.384, 0.381, 0.285, 0.434, 0.418, 0.298, 0.339, 0.271, 0.217, 0.292, 0.302, -0.622],
  "homo_lumo_gap_ev": 11.643,
  "energy_ev": -12406.631,
  "homo_energy_ha": -0.5351,
  "charge": 1,
  "e_above_lowest_ev": 0.5068
}

{
  "formula": "C19H27N2PtS5Sb",
  "method": "the ωB97M-V functional and the def2-TZVPD basis",
  "symbols": ["Pt", "S", "Sb", "S", "S", "S", "C", "C", "C", "C", "C", "C", "C", "C", "C", "C", "H", "H", "H", "H", "H", "H", "H", "C", "C", "C", "C", "N", "C", "S", "N", "C", "C", "C", "C", "H", "H", "H", "H", "H", "H", "H", "H", "H", "H", "H", "H", "H", "H", "H", "H", "H", "H", "H", "H"],
  "positions_angstrom": [[1.974, 1.386, 1.858], [1.844, 2.649, 6.471], [1.286, 3.452, 4.417], [2.962, 3.389, 2.700], [0.147, 1.696, 3.161], [0.165, 5.441, 4.311], [4.596, -2.972, -0.154], [4.773, -1.579, 0.011], [3.772, -0.824, 0.554], [2.534, -1.389, 0.966], [1.491, -0.558, 1.530], [0.337, -1.227, 1.886], [0.167, -2.618, 1.724], [1.155, -3.400, 1.194], [2.373, -2.792, 0.803], [3.427, -3.557, 0.237], [5.390, -3.572, -0.585], [5.701, -1.112, -0.291], [3.931, 0.244, 0.672], [-0.470, -0.662, 2.341], [-0.768, -3.074, 2.036], [1.028, -4.471, 1.072], [3.282, -4.627, 0.120], [-4.832, 1.631, -0.487], [-4.183, 3.013, -0.459], [-2.697, 2.999, -0.807], [-1.847, 2.336, 0.269], [-0.429, 2.372, -0.045], [0.286, 1.664, -0.911], [1.963, 1.911, -1.028], [-0.306, 0.754, -1.747], [-1.345, -0.205, -1.357], [-1.440, -1.324, -2.393], [-0.467, -2.488, -2.189], [1.003, -2.115, -2.356], [-5.907, 1.693, -0.309], [-4.412, 0.972, 0.274], [-4.682, 1.153, -1.459], [-4.311, 3.457, 0.533], [-4.709, 3.670, -1.157], [-2.333, 4.020, -0.942], [-2.544, 2.488, -1.765], [-2.176, 1.317, 0.473], [-1.942, 2.867, 1.216], [0.148, 2.838, 0.651], [0.415, 0.338, -2.318], [-2.312, 0.294, -1.292], [-1.111, -0.628, -0.373], [-1.290, -0.890, -3.389], [-2.464, -1.706, -2.381], [-0.726, -3.276, -2.906], [-0.614, -2.909, -1.191], [1.187, -1.673, -3.341], [1.646, -2.990, -2.256], [1.332, -1.407, -1.594]],
  "forces_ev_per_a": [[0.1376, -0.2471, 0.1782], [0.0750, 0.0619, 0.0435], [-0.0244, 0.0196, -0.2476], [-0.2176, -0.0138, -0.0806], [-0.0147, 0.1785, 0.4144], [-0.1027, -0.0207, 0.0518], [0.0579, 0.0681, -0.0108], [-0.0156, -0.0779, -0.0051], [-0.0323, 0.0116, 0.0163], [-0.0116, -0.0004, -0.0040], [0.1962, -0.1028, -0.3087], [-0.1348, 0.0696, -0.0097], [-0.0692, 0.0270, 0.0149], [0.0736, 0.0314, -0.0317], [-0.0181, -0.0021, -0.0354], [-0.0729, -0.0162, 0.0296], [0.0020, 0.0028, -0.0009], [0.0077, 0.0012, -0.0060], [-0.0401, -0.0115, 0.0183], [-0.0070, -0.0497, -0.0001], [-0.0013, 0.0110, 0.0003], [0.0066, -0.0050, 0.0003], [-0.0009, 0.0004, 0.0006], [0.0050, 0.0032, -0.0048], [-0.0170, 0.0012, 0.0283], [0.0035, -0.0075, -0.0583], [0.0349, -0.0210, 0.0120], [0.0148, -0.0271, 0.1108], [0.0321, 0.0546, 0.0624], [0.1036, -0.0408, -0.1403], [-0.0382, 0.0464, -0.1032], [0.0826, -0.0186, -0.0011], [0.0105, 0.0062, -0.0079], [0.0365, 0.0261, -0.0159], [-0.0315, 0.0039, 0.0023], [-0.0041, 0.0062, 0.0097], [0.0088, -0.0003, 0.0012], [-0.0059, 0.0038, -0.0080], [-0.0039, 0.0020, -0.0034], [0.0047, -0.0086, -0.0185], [-0.0084, 0.0002, 0.0148], [-0.0043, 0.0125, 0.0050], [0.0100, -0.0088, 0.0109], [-0.0102, 0.0375, -0.0196], [0.0148, -0.0025, 0.0093], [-0.0181, 0.0129, 0.0115], [0.0140, 0.0350, -0.0275], [-0.0520, -0.0135, 0.0172], [-0.0311, 0.0152, 0.0008], [0.0195, -0.0464, 0.0348], [0.0050, -0.0098, 0.0036], [-0.0099, 0.0168, 0.0145], [0.0089, 0.0071, 0.0107], [0.0048, -0.0308, -0.0034], [0.0270, 0.0091, 0.0249]],
  "mulliken_charge": [0.867, -0.745, 0.644, -0.665, -0.572, -0.777, -0.377, -1.038, -0.969, 1.334, -0.155, -0.625, -0.912, -0.978, 1.484, -0.778, 0.362, 0.376, 0.256, 0.225, 0.355, 0.278, 0.311, -1.058, -0.591, -0.329, -0.822, -0.043, 0.051, -0.371, -0.172, 0.941, -1.615, -0.112, -0.978, 0.401, 0.272, 0.234, 0.313, 0.336, 0.359, 0.267, 0.066, 0.645, 0.246, 0.257, -0.134, -0.142, 0.431, 0.357, 0.372, 0.194, 0.428, 0.327, -0.034],
  "homo_lumo_gap_ev": 5.468,
  "energy_ev": -87086.440,
  "homo_energy_ha": -0.0501,
  "charge": -2,
  "e_above_lowest_ev": 0.0000
}